17
Properties=species:S:1:pos:R:3:forces:R:3 method="wB97M-V/def2-TZVPD" multiplicity=1 lumo_ha="-0.18251 / -0.12988" de_lowest_kcal_mol=169.4 total_charge=+1 gap_ev="6.95 / 9.23"
C -2.75984 0.39778 0.95099 3.255 -0.809 -1.881
C -2.05268 -0.01348 -0.18151 -4.192 1.985 2.967
C -0.65790 -0.03315 1.44013 -0.480 1.236 2.423
C 2.00662 -0.01025 -0.44101 -5.859 -0.840 2.559
C 0.04874 -0.77151 -0.74926 7.998 1.458 2.690
C 2.93674 -0.25732 -1.49412 -1.015 -1.724 -0.511
N -1.84954 0.43130 1.94543 1.733 -0.831 -0.191
N -0.78500 -0.20020 0.12999 -0.212 -0.867 1.426
H -3.68844 0.77298 1.10775 -2.676 0.744 0.046
H -2.47250 -0.03222 -1.10359 -0.615 -0.381 -2.745
H 0.17790 -0.22829 2.08796 0.290 -0.027 -0.411
H 2.00006 0.59854 0.55449 0.362 -1.387 -2.125
H -0.14787 -0.70466 -1.73791 -1.023 -0.126 -2.959
H 2.53676 -1.05296 -2.19215 1.020 0.521 0.984
H 3.95660 -0.30354 -1.17465 0.657 -0.440 -0.050
H 2.76904 0.61604 -2.03285 0.441 1.980 -1.691
H -2.01870 0.79095 2.89031 0.316 -0.491 -0.531